No. 1
Molecular formula: C33H32Br3N7O14
Method: DFT, the ωB97M-V functional and the def2-TZVPD basis

Results
LUMO level (spin up / spin down) = 0.75 / 0.75 eV
Net charge = -1
HOMO (spin up / spin down) = -1.68 / -5.38 eV
Multiplicity = 2
<S²> = 0.77

Last column: Mulliken charge in e.
Element x y z (Å)
1 H -4.5856 -26.2107 15.6857  0.409
2 H -0.3355 -28.5791 11.9497  0.338
3 H -7.5754 -28.5962 6.6734  0.326
4 C -6.9720 -29.2899 6.1066  -0.376
5 H 3.1012 -21.4027 3.7955  0.431
6 H 0.3787 -23.4695 8.3414  -0.043
7 O -0.5800 -27.9335 9.4675  -0.533
8 H -4.7453 -25.1614 11.5648  0.131
9 C -3.8743 -25.2703 8.0344  0.281
10 C -2.0556 -31.6157 5.8543  -0.610
11 H -0.8478 -22.8693 4.9427  0.476
12 Br -4.5724 -25.7654 6.2956  0.113
13 H -7.7962 -30.9338 7.3184  0.363
14 N 1.0899 -25.0242 9.5909  0.761
15 O -0.4318 -23.3846 12.9393  -0.531
16 H -8.2628 -24.2044 6.7634  0.347
17 C -0.6556 -27.5442 11.8285  -0.802
18 O -0.4727 -23.5256 15.0679  -0.599
19 C -4.7866 -25.6852 13.6305  -0.572
20 H -3.6049 -30.0534 8.4532  0.451
21 C -8.6536 -23.5709 4.8273  -0.289
22 H 1.1595 -24.9593 7.6885  0.423
23 C 1.4337 -21.3146 6.7605  -0.284
24 H -0.5546 -22.0070 7.0313  0.577
25 C 1.2026 -24.1755 8.4448  -0.780
26 H -9.3349 -24.3776 4.6004  0.348
27 H -5.7323 -26.1659 13.4282  0.379
28 H -6.5160 -32.6948 6.1457  0.428
29 C -5.5237 -31.2871 4.8337  -0.483
30 H -3.0499 -32.3830 7.5791  0.399
31 H -1.3342 -27.2406 12.6256  0.222
32 C 1.1428 -22.3006 4.1546  -0.675
33 C -6.3640 -22.0501 4.9079  -0.409
34 C -1.6048 -30.4418 5.2288  -0.327
35 H -5.0023 -32.0955 4.3428  0.402
36 O 1.8684 -25.9546 9.6788  -0.552
37 C 2.5091 -21.1517 5.8768  -0.015
38 C -6.0691 -28.9114 5.0488  -0.466
39 H -2.4384 -24.2488 11.7340  0.435
40 H -6.1425 -22.6329 6.8743  0.339
41 H -1.8163 -32.6050 5.4931  0.431
42 O 3.8328 -20.0478 7.4215  -0.583
43 N -1.1813 -27.4117 10.4233  0.940
44 H -3.4501 -26.1543 8.5105  -0.235
45 H -5.9593 -27.8821 4.7406  0.719
46 C -2.3354 -24.4464 13.9076  -0.278
47 C -8.3233 -22.7791 3.7061  -0.491
48 H -2.7622 -28.2024 7.4557  -0.042
49 O -0.8592 -28.0781 4.0197  -0.571
50 H 0.1583 -26.8250 11.9203  0.261
51 C 0.2271 -21.7953 6.3168  -0.822
52 H -2.5338 -24.8215 15.9715  0.437
53 C -4.2153 -25.1426 12.5056  -0.185
54 C -2.8238 -31.4548 7.0755  -0.590
55 C -2.9903 -24.9411 15.0001  -0.256
56 C -7.1872 -21.9953 3.7557  0.061
57 N 3.8184 -20.5528 6.2979  0.982
58 C -2.6275 -29.1345 6.9272  0.650
59 N -1.2345 -27.9756 5.1767  1.028
60 C -4.1685 -25.6675 14.8506  -0.541
61 C -6.3724 -31.6510 5.9084  -0.393
62 O -3.6312 -30.4211 2.9390  -0.798
63 C -1.8370 -29.1687 5.7850  -0.282
64 C -5.3251 -29.9253 4.4475  -0.248
65 H -8.8805 -22.7462 2.7816  0.430
66 N -6.5928 -21.2872 2.5950  0.927
67 H 2.2052 -23.7540 8.5162  0.373
68 H 0.9459 -22.5409 3.1202  0.382
69 O -2.2263 -26.8107 10.3523  -0.426
70 H -5.3820 -21.6089 4.9944  0.435
71 C -6.8124 -22.7260 6.0323  -0.099
72 C 2.3280 -21.5722 4.5302  -0.282
73 C -3.0665 -30.2354 7.5348  -0.407
74 O -5.6778 -20.5510 2.6868  -0.574
75 O -1.1628 -26.9527 5.8881  -0.519
76 O -4.2181 -28.3442 3.1086  -0.808
77 H 1.6732 -21.0796 7.7870  0.561
78 O 4.7841 -20.5878 5.5685  -0.583
79 Br -5.3436 -24.3392 8.9762  -0.039
80 C -7.9715 -23.4727 6.0244  -0.452
81 N -1.0167 -23.7197 14.0076  0.974
82 C -7.1309 -30.6025 6.5348  -0.674
83 C 0.1249 -22.4273 5.1005  -0.192
84 N -4.3454 -29.5130 3.4294  1.027
85 O 0.2214 -24.7502 10.4138  -0.307
86 H -0.9539 -30.5091 4.3697  0.390
87 C -2.9706 -24.5240 12.6327  0.127
88 O -7.0434 -21.5442 1.4497  -0.579
89 Br -2.2449 -24.1208 8.0792  0.088

Forces on the atoms, in the same order (eV/Å):
-0.096 0.239 0.153
0.179 0.243 -0.031
0.072 0.662 -0.317
0.799 0.010 -0.719
0.084 0.029 0.042
0.465 -0.211 0.407
-0.966 1.098 2.118
0.260 -0.084 -0.073
0.196 0.582 -0.490
-0.979 1.919 1.720
0.157 -0.397 -0.673
0.714 0.136 0.400
-0.238 0.531 0.197
-0.770 -0.315 2.283
-2.118 -0.882 1.716
0.237 0.353 0.562
1.010 -0.103 -0.001
-1.002 -0.376 0.850
-0.915 -0.672 -0.768
-0.189 -0.352 0.163
0.004 0.420 -1.630
0.155 0.643 -0.804
1.915 1.015 0.230
-0.203 0.498 0.092
0.367 -0.372 -1.311
-0.556 0.170 0.553
-0.182 -0.276 0.608
0.046 -0.039 0.145
-0.511 -0.609 1.184
-0.483 0.156 0.274
-0.691 -0.186 -0.727
0.853 1.738 0.946
-0.958 0.158 -0.255
0.529 -0.269 -0.020
0.267 0.283 -0.266
-0.224 0.238 0.114
-0.830 -0.852 -2.026
-1.734 -0.634 2.096
0.106 0.436 0.071
-0.267 -0.408 0.273
0.000 0.124 -0.189
-0.118 -0.413 -0.788
0.589 -1.034 -0.354
-0.796 0.118 0.327
0.025 -0.105 -0.063
-0.698 0.896 -2.156
0.299 0.401 0.044
-0.097 0.270 -0.307
-0.019 0.471 1.162
0.338 -0.335 -0.363
0.489 -1.376 1.082
0.061 -0.097 0.118
1.182 1.080 0.334
2.258 -3.391 -3.160
0.606 -0.467 1.051
1.834 -0.184 1.524
-0.636 0.241 1.273
1.717 3.438 -1.113
-0.293 0.451 0.190
0.235 0.319 0.433
0.261 2.448 -1.664
0.695 -1.137 -0.522
-0.665 -1.808 0.209
1.410 0.606 -1.553
-0.161 -0.449 0.011
-2.353 -1.735 -3.635
-0.206 0.242 -0.361
0.349 -0.393 0.015
-0.571 0.365 -0.688
-0.121 0.324 -0.481
0.770 0.819 0.101
-0.821 -0.843 0.558
-1.670 0.344 2.353
1.906 1.497 1.848
-0.007 -1.209 -1.109
-0.104 3.032 -0.342
-0.523 0.269 0.196
-0.494 -0.217 -0.346
0.795 -0.623 0.081
-0.143 -1.028 -0.990
1.873 0.373 -2.508
1.141 -1.662 -0.677
-0.289 0.813 -0.711
-2.062 -3.383 2.640
0.420 -0.439 -0.222
-0.212 0.010 -0.212
0.759 -0.504 0.266
-0.488 -0.288 1.967
-0.971 -0.347 -0.355


No. 2
Molecular formula: C33H32BrF6N5NaO8PS4
Method: DFT, the ωB97M-V functional and the def2-TZVPD basis

Results
LUMO level = 3.72 eV
Net charge = -2
HOMO = -2.56 eV

Last column: Mulliken charge in e.
Element x y z (Å)
1 H 6.1393 -0.4061 -2.7014  0.263
2 C 4.1727 -0.3640 -1.8421  -0.247
3 O 2.4068 0.5752 0.2148  -0.755
4 C 0.2348 -4.7936 4.0125  -0.555
5 F -0.5342 -4.4459 -0.7240  -0.225
6 S -0.4106 -0.5420 -2.9023  0.458
7 O 1.2083 -1.5344 0.0539  -0.427
8 S -1.7243 -2.0480 -1.2515  1.093
9 H 0.2116 -5.3594 1.9454  0.438
10 H 6.9748 -2.1324 -4.1057  0.336
11 C 2.8511 1.3977 5.3017  -0.558
12 C 0.2704 5.0930 0.6971  -0.085
13 N -5.0735 2.6651 -2.3206  0.297
14 O -1.7529 -1.3425 0.0128  -0.698
15 C -0.0309 -2.1665 3.0741  -0.133
16 C -1.0839 3.8189 2.1401  0.203
17 O -1.0983 2.3989 -0.4285  -0.489
18 C -4.5538 1.6712 -1.5387  -0.091
19 S 1.6915 -0.3650 -0.6294  1.979
20 H 5.7666 -2.7935 -5.2133  0.321
21 C 6.0537 -2.7125 -4.1633  -1.479
22 H 2.2355 4.2517 0.4375  0.304
23 H -0.4872 1.5408 4.7726  0.250
24 H 0.3130 -5.8106 4.3799  0.343
25 C 1.2717 4.1612 0.9198  -1.005
26 H -3.8755 -0.2360 -2.1299  0.186
27 Na -1.3113 0.5351 -0.3282  1.337
28 H -4.6523 0.2426 -4.4550  0.522
29 C -1.3663 -1.5556 -4.4041  0.368
30 H 0.4232 5.9217 0.0213  0.297
31 H -6.4320 3.9934 -1.4495  0.294
32 H -4.7379 4.2092 -1.0026  0.271
33 C 2.2160 -0.0203 3.4682  -0.200
34 H 4.3344 0.5304 -1.2550  0.567
35 N 0.5219 0.3772 -1.4357  0.030
36 H 0.8859 1.8558 -2.8898  0.329
37 H 1.7371 -2.6305 -2.3940  0.411
38 O -0.3349 3.8663 -1.9345  -0.919
39 C 2.7036 -2.1566 -2.4813  -0.204
40 H -0.0010 -3.0204 1.1396  0.169
41 Br -2.6849 3.6203 3.1395  -0.206
42 H -1.9177 -0.6134 4.3244  0.414
43 H 6.2592 -3.7170 -3.7882  0.313
44 C 3.1961 0.5093 4.2910  -0.637
45 H -5.5520 2.8413 -4.4219  0.441
46 F -2.4518 -4.5674 -1.6910  -0.228
47 N -0.4110 -1.9364 -2.0583  -0.037
48 O -2.9736 -1.9614 -1.9689  -0.885
49 C 1.5224 1.7588 5.4685  -0.604
50 C 0.5393 1.2236 4.6471  -0.015
51 C -5.1833 2.2169 -3.6284  -0.607
52 C 0.1590 -4.5406 2.6527  -0.776
53 S -4.3231 1.7630 0.1078  -0.340
54 C -0.3420 2.7593 -1.3671  0.278
55 N -4.3953 0.6076 -2.3627  0.308
56 H 3.6160 1.8118 5.9487  0.337
57 C 0.2074 -3.7307 4.9067  -0.819
58 F -0.6877 -1.4809 -5.5875  -0.289
59 C -1.9258 -0.2244 3.3052  -1.310
60 H -5.2948 4.7077 -2.6258  0.339
61 O 0.6777 -0.2627 -3.8120  -0.795
62 H 1.7330 2.2900 1.8878  0.415
63 O -1.5749 0.2970 -2.6468  -0.413
64 C 0.8713 0.3152 3.6477  -0.275
65 H 3.5156 -3.5770 -3.8583  0.379
66 C 4.9564 -2.0714 -3.3529  1.280
67 H 1.6907 2.1137 -1.3402  0.522
68 C 0.7692 1.7665 -1.8106  -0.744
69 C 5.1763 -0.9012 -2.6384  -1.121
70 C 0.0303 -3.2371 2.1915  0.069
71 H -1.7657 5.6213 1.1877  0.390
72 C -0.9473 4.9328 1.3325  -0.738
73 C 1.0024 3.0734 1.7300  0.085
74 C -5.4058 3.9730 -1.8294  -0.916
75 C -1.7418 -3.8683 -0.7935  0.254
76 H -2.6605 -0.7659 2.7068  0.400
77 H 2.4789 -0.6816 2.6506  0.283
78 P -0.3034 -0.4362 2.4418  2.240
79 H -2.2081 0.8266 3.3070  0.111
80 C 2.9480 -0.9995 -1.7544  -0.982
81 C -4.7453 0.9446 -3.6488  -0.516
82 C 3.7046 -2.6797 -3.2796  -1.086
83 H 0.2991 -3.9136 5.9719  0.390
84 F -2.3477 -4.0347 0.3908  -0.229
85 F -2.6118 -1.0973 -4.7109  -0.239
86 F -1.5201 -2.8946 -4.2072  -0.272
87 H 0.0643 -1.6137 5.1507  0.308
88 H 4.2328 0.2307 4.1418  0.383
89 C 0.0781 -2.4326 4.4410  -0.474
90 H 1.2495 2.4585 6.2505  0.396
91 N -0.1654 2.9072 2.3504  0.213

Forces on the atoms, in the same order (eV/Å):
0.017 -0.018 0.034
-0.069 0.124 0.103
-0.075 0.264 -0.294
0.000 -0.024 -0.023
0.009 0.240 0.040
-1.041 -1.050 -2.338
0.035 -0.111 -0.222
-0.683 -1.428 0.530
-0.055 0.016 -0.039
0.018 0.001 -0.010
0.021 -0.002 0.001
-0.081 0.000 0.110
0.363 -0.260 -0.155
-0.374 -1.925 0.305
0.039 -0.105 -0.125
0.490 0.023 0.119
0.590 2.629 -0.428
-0.517 -0.052 0.037
1.088 -0.143 0.520
0.024 -0.048 -0.019
-0.081 0.116 0.013
-0.010 -0.039 -0.035
-0.029 -0.033 -0.003
0.059 -0.003 -0.019
0.069 -0.031 -0.028
-0.022 -0.019 0.127
-1.211 -0.279 1.052
0.093 0.022 -0.051
0.075 -0.028 -0.464
0.014 0.004 -0.043
0.018 0.036 -0.011
0.036 0.014 -0.047
-0.107 0.091 -0.008
0.029 0.012 -0.031
1.258 -0.503 0.013
0.046 -0.051 0.035
-0.009 -0.094 -0.061
0.192 -0.066 -0.204
0.058 -0.030 0.035
0.032 -0.063 -0.092
-0.377 -0.003 0.124
-0.020 0.021 0.010
0.037 -0.022 -0.066
0.064 -0.049 0.012
0.019 0.034 0.010
0.122 0.179 -0.005
-0.182 0.119 0.263
-0.344 0.046 -0.180
0.024 -0.021 0.130
-0.011 -0.080 0.031
-0.092 -0.007 -0.082
0.023 -0.109 0.040
0.093 -0.143 0.446
-0.056 0.343 0.217
0.158 0.228 -0.224
-0.004 0.014 -0.006
0.017 0.044 0.077
-0.006 0.098 0.141
0.117 0.168 -0.143
0.032 -0.046 -0.030
0.439 -0.019 0.386
0.056 -0.005 -0.025
0.209 0.659 -0.024
0.082 0.103 -0.125
-0.010 -0.042 0.035
0.089 -0.024 0.003
-0.043 0.064 -0.026
-0.008 0.695 -0.157
-0.056 -0.072 -0.061
0.013 0.146 0.021
-0.025 -0.026 -0.018
0.073 0.018 -0.082
0.037 0.004 0.002
-0.122 0.085 0.147
0.084 -0.339 -0.157
-0.026 -0.021 0.036
0.077 -0.040 0.028
-0.048 -0.025 0.981
-0.028 0.045 -0.021
-0.212 0.185 0.029
-0.092 -0.083 -0.086
-0.037 0.054 0.044
-0.041 -0.001 0.000
0.069 0.175 -0.105
0.016 0.093 0.150
0.007 0.107 -0.006
0.007 0.009 0.009
0.004 0.017 -0.022
-0.057 -0.061 -0.005
-0.024 0.028 -0.031
-0.354 0.272 -0.012


The E results, record by record, are as follows: -283942.2498; -201966.5144 eV.